Entry A
C8H14O | ωB97M-V/def2-TZVPD

ORCA input file:
```
! wB97M-V def2-TZVPD RIJCOSX def2/J DEFGRID3
* xyz 0 1
C 0.4758 1.4568 0.8145
C 1.7484 2.0912 1.3183
C 0.1190 -1.8853 -1.1265
C -0.6369 -2.9233 -0.8292
H 0.3284 1.1983 -1.8638
H -0.1467 2.1433 0.2495
H 1.0984 -2.0261 -1.5614
H 1.5223 2.9162 1.9915
H 2.3513 1.3640 1.8561
H 2.3360 2.4798 0.4884
H -0.2946 -3.9295 -1.0027
H -1.6192 -2.8287 -0.3987
C -1.7161 -0.1533 -0.9331
C -0.2104 -0.4271 -0.9153
C 0.4711 0.0184 0.3823
C -0.2497 0.4331 1.6312
O 0.4091 0.2484 -2.0080
H 1.4087 -0.5052 0.5371
H -2.2214 -0.6946 -0.1407
H -1.9106 0.9111 -0.8133
H -2.1186 -0.4714 -1.8918
H 0.1840 0.1313 2.5743
H -1.3282 0.4528 1.6414
*
```

Values from the calculation:
E_HOMO ... -9.59 eV
Lowest unoccupied orbital energy ... 0.99 eV
SMILES string ... C=C[C@](C)(O)[C@@H]1C[C@H]1C
HOMO-LUMO gap ... 10.58 eV

---

Entry B
C8H14O | ωB97M-V/def2-TZVPD

ORCA input file:
```
! wB97M-V def2-TZVPD RIJCOSX def2/J DEFGRID3
* xyz 0 1
C -0.8998 -0.2130 0.8932
C -2.1358 -0.9702 0.5583
C -0.2999 0.6414 -0.3327
C 0.5477 -0.4476 0.4075
C 0.1897 2.0560 -0.0105
C -0.7303 0.4617 -1.7887
C 0.8030 -1.7403 -0.3056
C 1.6484 0.0491 1.3656
O -3.0803 -0.8995 1.3142
H -0.8845 0.4730 1.7756
H -2.0435 -1.5123 -0.3651
H -0.1585 2.7190 -0.8734
H 1.3685 2.0772 -0.0660
H -0.0716 2.3194 0.9725
H -0.0239 0.1387 -2.5084
H -1.1575 1.4229 -2.0645
H -1.5234 -0.3636 -1.9539
H -0.0742 -2.1533 -0.8765
H 0.9230 -2.7124 0.3105
H 1.7116 -1.8258 -1.0271
H 1.2371 0.5051 2.2268
H 2.3284 0.8411 0.8366
H 2.3259 -0.8666 1.5115
*
```

Values from the calculation:
E_HOMO ... -9.23 eV
Lowest unoccupied orbital energy ... 0.77 eV
SMILES string ... CC1(C)C(C=O)C1(C)C
HOMO-LUMO gap ... 9.99 eV

---

Question: which arrangement is favored energetically? Ranking from most to least stable: entry A, entry B.

---

Entry A
C8H14O | ωB97M-V/def2-TZVPD

ORCA input file:
```
! wB97M-V def2-TZVPD RIJCOSX def2/J DEFGRID3
* xyz 0 1
C 1.3426 1.0152 1.8843
C -1.6699 1.3837 -0.0503
C 0.0168 0.9282 1.6601
C -0.5838 0.6637 0.3420
C 0.8873 0.7482 -1.5351
C -1.0337 -0.9927 -1.4079
C 0.4429 -2.0176 0.8597
C 0.0717 -0.2528 -0.6674
O 1.0556 -1.1278 -0.0656
H 1.7388 1.2152 2.9583
H 1.9112 1.0655 0.9711
H -2.0286 1.3315 -1.0670
H -2.0552 2.2033 0.6203
H -0.6842 1.3629 2.2959
H 1.8240 0.3344 -1.7433
H 1.2001 1.7278 -1.0164
H 0.5093 1.0498 -2.4414
H -1.9880 -0.9185 -0.9852
H -0.8027 -2.1132 -1.3594
H -1.1348 -0.8289 -2.5391
H -0.1318 -2.8884 0.4049
H -0.2020 -1.4864 1.5180
H 1.3143 -2.4033 1.3635
*
```

Values from the calculation:
E_HOMO ... -8.55 eV
Lowest unoccupied orbital energy ... 0.92 eV
SMILES string ... C=CC(=C)C(C)(C)OC
HOMO-LUMO gap ... 9.47 eV

---

Entry B
C8H14O | ωB97M-V/def2-TZVPD

ORCA input file:
```
! wB97M-V def2-TZVPD RIJCOSX def2/J DEFGRID3
* xyz 0 1
C -1.4685 -0.5487 0.7217
C -1.9000 -0.6217 -0.5608
C 0.2030 1.7232 -1.1525
C -1.9790 0.3986 1.7628
C 2.2707 -0.9755 0.6708
C 0.6565 0.9043 0.0416
C 1.2943 -0.4600 -0.3519
C 1.2353 -1.0123 -1.5688
O 1.1920 1.5138 0.9661
H -1.1129 -1.4876 1.1356
H -1.8800 -1.5099 -1.1737
H -2.4550 0.2095 -0.9734
H -0.0708 2.7270 -0.8362
H 0.9837 1.7698 -1.9086
H -0.6743 1.2667 -1.6071
H -2.6905 -0.1022 2.4205
H -1.1309 0.7139 2.3734
H -2.3982 1.3012 1.3214
H 2.5336 -2.0173 0.5010
H 1.8647 -0.8614 1.6754
H 3.1747 -0.3667 0.6620
H 0.6260 -0.6077 -2.3601
H 1.7257 -1.9569 -1.7593
*
```

Values from the calculation:
E_HOMO ... -9.17 eV
Lowest unoccupied orbital energy ... 0.16 eV
SMILES string ... C=C(C)C(C)=O.C=CC
HOMO-LUMO gap ... 9.33 eV

---

Entry C
C8H14O | ωB97M-V/def2-TZVPD

ORCA input file:
```
! wB97M-V def2-TZVPD RIJCOSX def2/J DEFGRID3
* xyz 0 1
C 0.5910 0.8477 -0.6569
C 0.5025 -1.6479 2.6320
C -0.0477 2.1233 -1.2028
C 1.7698 0.3974 -1.5178
C -0.6432 -0.6715 0.7920
C -0.4865 -0.2939 -0.6159
C -1.7456 -0.3618 1.4891
C -1.1700 -0.7518 -1.6457
O 0.4616 -1.3394 1.2602
H 0.9712 1.0609 0.3470
H 0.4371 -0.7449 3.2459
H 1.4620 -2.1366 2.8042
H -0.3148 -2.3263 2.9102
H 0.6848 2.9284 -1.2245
H 2.5337 1.1732 -1.5418
H -0.8820 2.4271 -0.5743
H -0.4150 1.9683 -2.2148
H 2.2063 -0.5100 -1.1076
H 1.4496 0.2025 -2.5392
H -2.5884 0.0710 0.9794
H -1.8552 -0.5068 2.5476
H -1.9576 -1.4767 -1.5125
H -0.9634 -0.4322 -2.6538
*
```

Values from the calculation:
E_HOMO ... -8.82 eV
Lowest unoccupied orbital energy ... 0.95 eV
SMILES string ... C=C(OC)C(=C)C(C)C
HOMO-LUMO gap ... 9.77 eV

---

Question: which arrangement is favored energetically? Ranking from most to least stable: entry C, entry B, entry A.

---

Entry A
C9H15P | ωB97M-V/def2-TZVPD

ORCA input file:
```
! wB97M-V def2-TZVPD RIJCOSX def2/J DEFGRID3
* xyz 0 1
C -1.3919 -0.0319 0.5736
C 1.4566 0.1752 0.6640
C -2.4757 -0.4116 -0.0108
C 2.5094 -0.3788 0.0904
C -3.4659 -1.0820 0.9230
C -3.0189 -0.1391 -1.4002
C 2.8452 -0.3651 -1.3475
C 3.6187 -1.0079 0.8221
C 0.0652 2.4934 0.9090
P -0.0136 0.8651 0.0977
H -3.4986 -2.2673 0.7270
H -3.4375 -0.9828 2.0121
H -4.5495 -0.9586 0.7462
H -2.0589 0.0243 -1.9386
H -3.5781 -1.0363 -1.5970
H -3.5344 0.7031 -1.2782
H 2.2722 0.4985 -1.9484
H 3.9749 -0.2316 -1.6102
H 2.6221 -1.3102 -1.6653
H 4.6377 -0.8657 0.4996
H 3.5106 -0.9712 1.8611
H 3.5556 -2.0495 0.6804
H -0.0667 2.4348 2.0640
H -0.8475 3.0111 0.7570
H 0.9644 2.8750 0.7312
*
```

Values from the calculation:
E_HOMO (spin up / spin down) ... -7.23 / -7.32 eV
Lowest unoccupied orbital energy (spin up / spin down) ... -0.16 / -0.14 eV
SMILES string ... CC(C)=C=P(C)=C=C(C)C
HOMO-LUMO gap (spin up / spin down) ... 7.07 / 7.18 eV

---

Entry B
C9H15P | ωB97M-V/def2-TZVPD

ORCA input file:
```
! wB97M-V def2-TZVPD RIJCOSX def2/J DEFGRID3
* xyz 0 1
C 0.3017 -0.0991 -2.8433
C -2.0700 2.0723 0.6832
C -0.9773 -2.4949 0.9832
C 0.2384 0.4662 -1.6426
C -1.1004 1.1516 0.8955
C -0.1409 -1.6764 0.3516
C 1.3024 1.3738 -1.1647
C -0.2871 1.0165 2.1491
C 1.3354 -1.7998 0.1509
P -1.0544 -0.0906 -0.5298
H -0.5019 -0.7878 -3.0955
H 0.9256 0.0499 -3.6751
H -2.5411 1.7501 -0.2986
H -2.3532 3.0481 1.0227
H -2.0415 -2.5303 0.8873
H -0.5951 -3.4000 1.4404
H 2.0987 1.3761 -1.9070
H 1.6883 0.9956 -0.2384
H 0.8891 2.2913 -1.0401
H -0.7057 1.6140 2.9310
H 0.7362 1.2580 2.0397
H -0.4204 -0.0267 2.6132
H 1.9287 -2.4598 0.8725
H 1.7702 -0.7916 0.2372
H 1.5742 -2.3064 -0.8223
*
```

Values from the calculation:
E_HOMO ... -8.27 eV
Lowest unoccupied orbital energy ... 0.89 eV
SMILES string ... C=C(C)P(C(=C)C)C(=C)C
HOMO-LUMO gap ... 9.16 eV

---

Question: which arrangement is favored energetically? Ranking from most to least stable: entry B, entry A.